Molecular formula: C2H7O2
Method: DFT, ωB97M-V with the def2-TZVPD basis set

ΔE to the lowest compared entry with this formula, charge and spin in eV: 0.842
Charge: +1
Maximum force in eV/Å: 4.6
LUMO energy in eV: -4.995
Frontier orbital gap in eV: 11.986
HOMO energy in eV: -16.9802

The geometry in XYZ format:
```
11
Properties=species:S:1:pos:R:3:forces:R:3:mulliken_charge:R:1
O 0.058 -1.275 1.792 -2.8 -0.6 -2.8 -0.61
H 0.464 -0.823 0.518 0.3 0.8 -0.4 0.47
H -0.131 -2.209 1.911 -0.5 -0.4 -0.3 0.37
H 0.749 -1.149 2.353 3.4 1.1 2.9 0.34
O 0.869 -0.327 -0.401 -1.9 -0.5 1.8 -0.35
C 0.202 0.546 -0.995 1.1 0.7 -4.0 0.38
C -1.057 1.355 -0.865 0.8 -0.5 -1.1 -0.92
H 0.721 0.673 -2.004 -0.7 0.6 1.2 0.32
H -0.840 2.420 -0.828 0.7 0.2 0.9 0.34
H -1.649 1.001 -0.074 -1.1 0.0 1.0 0.32
H -1.603 1.497 -1.849 0.6 -1.3 0.8 0.33
```
Positions in Å, forces in eV/Å.


Molecular formula: C2H7O3V
Method: DFT, ωB97M-V with the def2-TZVPD basis set

Multiplicity: 5
ΔE to the lowest compared entry with this formula, charge and spin in eV: 3.936
Charge: 0
Maximum force in eV/Å: 3.9
LUMO energy (alpha / beta) in eV: 0.006 / 0.225
Frontier orbital gap (alpha / beta) in eV: 6.910 / 9.354
HOMO energy (alpha / beta) in eV: -6.9042 / -9.1281

The geometry in XYZ format:
```
13
Properties=species:S:1:pos:R:3:forces:R:3:mulliken_charge:R:1
O 1.420 0.654 -1.060 0.1 1.4 0.7 -0.77
H 1.904 -0.035 -0.599 0.1 0.0 0.2 0.29
C -0.150 -1.320 0.876 0.5 -0.2 0.2 -0.64
O -1.111 -0.715 0.046 0.5 1.7 0.2 -0.30
C -0.579 0.152 -0.922 -3.2 -2.0 -0.8 -0.14
H 0.491 -0.596 1.405 -0.2 0.1 -0.3 0.24
H -0.689 -1.850 1.670 0.1 -0.2 -0.5 0.26
H 0.509 -1.966 0.270 -0.2 -0.1 0.4 0.27
H -1.452 0.569 -1.451 0.4 1.0 0.9 0.28
H -0.288 -0.529 -1.749 1.7 0.6 0.6 0.36
V -0.699 2.411 1.690 -0.3 0.2 0.5 0.50
O -0.270 1.701 0.103 1.2 -0.9 -1.2 -0.78
H 0.914 1.524 -0.279 -0.6 -1.4 -0.9 0.43
```
Positions in Å, forces in eV/Å.


Molecular formula: C2H7OPS
Method: DFT, ωB97M-V with the def2-TZVPD basis set

ΔE to the lowest compared entry with this formula, charge and spin in eV: 1.655
Charge: 0
Maximum force in eV/Å: 0.6
LUMO energy in eV: 0.677
Frontier orbital gap in eV: 9.720
HOMO energy in eV: -9.0435

The geometry in XYZ format:
```
12
Properties=species:S:1:pos:R:3:forces:R:3:mulliken_charge:R:1
C 1.297 0.226 1.847 -0.2 0.1 0.1 -0.44
C 2.412 -0.340 1.437 0.3 -0.2 -0.1 -0.44
H 1.139 1.291 1.785 0.0 0.2 0.0 0.22
H 0.487 -0.347 2.267 -0.1 -0.1 0.1 0.22
H 2.567 -1.406 1.499 0.0 -0.2 0.0 0.23
H 3.225 0.222 1.007 0.1 0.2 0.0 0.22
O -2.892 -0.737 -2.383 -0.5 -0.4 0.0 -0.47
P -1.376 -0.198 -2.117 0.4 0.2 0.0 0.18
S -1.637 0.941 -0.348 -0.2 -0.2 0.3 -0.27
H -3.463 -0.110 -2.828 -0.1 0.2 -0.2 0.33
H -1.025 -1.387 -1.469 0.2 -0.3 0.1 0.06
H -0.735 1.845 -0.698 0.2 0.4 -0.2 0.16
```
Positions in Å, forces in eV/Å.


Which value of charge does entry 1 give?
+1


Look up the maximum force of the third one.
0.6 eV/Å


Number 2 is which compound?
C2H7O3V